No. 1
Density functional theory data (wB97M-V/def2-TZVPD) for a 2-piece molecular cluster, C4H11N3O overall.

Output
Frontier orbital gap   7.817 eV
Energy above the lowest of the compared OMol25 structures with the same formula, charge and spin   102.3 kcal per mole
LUMO level   0.660 eV
E_HOMO   -7.16 eV

ORCA input file:
```
! wB97M-V def2-TZVPD RIJCOSX def2/J DEFGRID3
* xyz 0 1
C 2.0407 -0.1584 -0.9457
N -0.0469 1.8387 -0.6929
C 0.1721 0.9789 0.3400
C 1.0491 -0.1502 0.2175
H -0.8264 2.4721 -0.6120
H 0.0769 1.4790 -1.6268
H -0.0748 1.3618 1.3189
H 1.5043 -0.4002 1.1737
H 2.7089 0.7063 -0.9245
H 1.5325 -0.1678 -1.9141
H 2.6486 -1.0628 -0.9064
N -0.9387 -1.8836 -0.3897
C -1.8408 -0.2634 0.8602
O -1.3451 -0.8214 2.0308
N -1.7541 -0.8444 -0.3033
H -1.7770 -0.3995 2.7803
H 0.3306 -1.1090 0.0078
H -0.8766 -2.0952 -1.3887
H -2.5832 0.5192 0.9748
*
```

---

No. 2
Density functional theory data (wB97M-V/def2-TZVPD) for an isolated ion of composition C5H12N3 and charge +1 in a non-equilibrium geometry.

Output
Frontier orbital gap (spin up / spin down)   7.158 / 7.295 eV
Energy above the lowest of the compared OMol25 structures with the same formula, charge and spin   144.8 kcal per mole
LUMO level (spin up / spin down)   -6.910 / -6.362 eV
E_HOMO (spin up / spin down)   -14.07 / -13.66 eV

ORCA input file:
```
! wB97M-V def2-TZVPD RIJCOSX def2/J DEFGRID3
* xyz 1 1
C 1.4783 0.7067 -0.5062
C -1.0456 0.8784 -0.3984
C -1.4412 1.8638 0.7375
C 3.3911 -0.6453 0.0740
C -1.8622 -1.5151 -0.4722
N 0.3236 1.0529 -0.8596
N 1.9627 -0.2900 0.1093
N -1.1513 -0.4406 0.1536
H 2.1949 1.4549 -0.9382
H -1.7005 0.7677 -1.2875
H -0.9538 1.8289 1.7786
H -2.3886 1.6072 1.0911
H -1.1682 2.8203 0.3365
H 4.0272 -0.0360 0.8558
H 3.6647 -1.5745 0.4700
H 3.7942 -0.5595 -0.9452
H -1.9707 -2.3670 0.1071
H -2.8356 -1.1194 -0.7376
H -1.2379 -1.8060 -1.3058
H -0.5741 -0.5458 0.9739
*
```

---

No. 3
Density functional theory data (wB97M-V/def2-TZVPD) for C42H40As2BaF2N2O3S3 as an isolated structure in a non-equilibrium geometry.

Output
Frontier orbital gap   6.599 eV
Energy above the lowest of the compared OMol25 structures with the same formula, charge and spin   51.7 kcal per mole
LUMO level   0.115 eV
E_HOMO   -6.48 eV

ORCA input file:
```
! wB97M-V def2-TZVPD RIJCOSX def2/J DEFGRID3
* xyz 0 1
Ba 0.0142 -0.5019 -0.6913
C -2.3313 -4.0286 0.5334
O -3.0698 -3.0385 -0.1708
C -2.6114 -1.7878 -0.1306
O -1.6296 -1.4477 0.5018
N -3.4339 -0.9624 -0.7995
N -2.9918 0.3325 -1.1083
H -3.0238 -4.8522 0.6843
H -1.9823 -3.6507 1.4941
H -1.4746 -4.3532 -0.0606
H -4.0185 -1.4425 -1.4791
H -3.8076 0.9258 -1.2205
H -2.4585 0.2892 -1.9862
C 0.1176 1.0973 3.5669
C 1.5312 1.3724 3.0887
As 2.0387 0.3676 1.4561
C 2.1440 -1.4033 2.2515
C 3.3297 -2.0901 2.4825
C 3.3097 -3.3682 3.0153
C 2.1058 -3.9796 3.3200
C 0.9167 -3.3106 3.0842
C 0.9384 -2.0368 2.5449
C 3.8857 1.0256 1.4438
C 4.3043 1.6761 0.2873
C 5.5707 2.2280 0.2006
C 6.4353 2.1443 1.2778
C 6.0294 1.4990 2.4339
C 4.7619 0.9482 2.5204
As -1.1982 1.2408 2.0956
C -2.7665 1.2608 3.2811
C -3.6952 0.2306 3.1903
C -4.8020 0.2021 4.0220
C -4.9921 1.2075 4.9546
C -4.0693 2.2350 5.0595
C -2.9677 2.2605 4.2249
C -1.1606 3.1725 1.7597
C -1.7782 3.5885 0.5827
C -1.8831 4.9313 0.2697
C -1.3627 5.8820 1.1312
C -0.7357 5.4816 2.2982
C -0.6372 4.1367 2.6099
H -0.1669 1.7629 4.3920
H 0.0515 0.0749 3.9558
H 2.2543 1.1623 3.8861
H 1.6442 2.4340 2.8339
H 4.2730 -1.6328 2.2108
H 4.2379 -3.8933 3.1899
H 2.0913 -4.9739 3.7416
H -0.0263 -3.7830 3.3248
H -0.0014 -1.5291 2.3457
H 3.6270 1.7141 -0.5624
H 5.8816 2.7189 -0.7098
H 7.4249 2.5746 1.2166
H 6.7053 1.4223 3.2728
H 4.4647 0.4447 3.4354
H -3.5430 -0.5500 2.4512
H -5.5200 -0.6022 3.9409
H -5.8582 1.1926 5.5994
H -4.2113 3.0201 5.7895
H -2.2644 3.0807 4.3045
H -2.1885 2.8331 -0.0855
H -2.3733 5.2382 -0.6428
H -1.4406 6.9317 0.8916
H -0.3252 6.2200 2.9717
H -0.1387 3.8506 3.5287
F 3.3874 -1.1471 -0.4615
C 2.4532 -1.3158 -1.5344
F 2.8275 -0.2587 -2.3906
H 2.8553 -2.2015 -2.0546
O -1.1127 -0.9197 -2.6446
C -0.5687 -1.2045 -3.8716
C 0.2232 -0.0079 -4.3812
C -0.0263 1.2795 -4.0015
C 0.7854 2.2340 -4.6547
C 1.6357 1.6644 -5.5459
S 1.4523 -0.0463 -5.5892
C 0.2439 -2.4788 -3.7646
C 1.4335 -2.9135 -4.2564
C 1.7557 -4.2314 -3.8481
C 0.8092 -4.7811 -3.0498
S -0.4953 -3.6916 -2.7757
C -1.6262 -1.4219 -4.9596
C -2.8152 -0.7860 -5.1498
C -3.4695 -1.1628 -6.3474
C -2.7678 -2.0780 -7.0601
S -1.2986 -2.5052 -6.2712
H -0.7963 1.5357 -3.2870
H 0.7172 3.2918 -4.4657
H 2.3713 2.1376 -6.1682
H 2.0869 -2.3343 -4.8831
H 2.6682 -4.7249 -4.1304
H 0.7710 -5.7666 -2.6248
H -3.2126 -0.0530 -4.4693
H -4.4181 -0.7649 -6.6657
H -3.0190 -2.5406 -7.9959
*
```

---

No. 4
Density functional theory data (wB97M-V/def2-TZVPD) for a 2-piece molecular cluster, C13H20NO overall in a non-equilibrium geometry.

Output
Frontier orbital gap   5.981 eV
Energy above the lowest of the compared OMol25 structures with the same formula, charge and spin   46.8 kcal per mole
LUMO level   -5.333 eV
E_HOMO   -11.31 eV

ORCA input file:
```
! wB97M-V def2-TZVPD RIJCOSX def2/J DEFGRID3
* xyz 1 1
C -0.6199 -3.2671 -1.4257
O -0.0213 -2.3379 -0.5031
C 0.6249 -1.2942 -0.9640
C 1.6319 -0.6768 -0.1739
C 2.3315 0.4359 -0.7141
C 3.2318 1.1399 0.0603
C 3.5082 0.7553 1.3807
C 4.4663 1.5743 2.1941
C 2.8866 -0.3953 1.8904
C 1.9754 -1.1175 1.1387
H -0.8924 -4.1299 -0.8205
H -1.5121 -2.8268 -1.8854
H 0.0938 -3.5568 -2.2052
H 0.5034 -1.0439 -2.0246
H 2.1148 0.7079 -1.7467
H 3.7426 2.0165 -0.3432
H 4.5940 1.1488 3.1928
H 5.4500 1.6324 1.7095
H 4.0996 2.6037 2.2979
H 3.1366 -0.7083 2.9074
H 1.5070 -2.0160 1.5301
C -3.4344 1.9759 -0.4044
C -4.2571 0.6790 -0.6131
C -3.2477 -0.4869 -0.5220
N -1.9305 0.0996 -0.4111
C -1.9683 1.5246 -0.1981
H -3.5145 2.6292 -1.2790
H -3.7920 2.5207 0.4764
H -5.0206 0.5795 0.1663
H -4.7511 0.6865 -1.5897
H -3.4901 -1.1461 0.3355
H -3.2907 -1.1112 -1.4273
H -1.2369 -0.4284 0.0910
H -1.3123 2.0201 -0.9291
H -1.6065 1.8135 0.8089
*
```

---

No. 5
Density functional theory data (wB97M-V/def2-TZVPD) for the molecule C22H26FN3O5S.

Output
Frontier orbital gap   9.555 eV
Energy above the lowest of the compared OMol25 structures with the same formula, charge and spin   7.8 kcal per mole
LUMO level   0.474 eV
SMILES   Cc1ccc(S(=O)(=O)NCC(=O)N(CC(=O)NC[C@H]2CCCO2)c2cccc(F)c2)cc1
E_HOMO   -9.08 eV

ORCA input file:
```
! wB97M-V def2-TZVPD RIJCOSX def2/J DEFGRID3
* xyz 0 1
C 5.2942 2.4366 -1.0281
C 4.4021 1.4934 -0.2840
C 3.1301 1.8953 0.1114
C 2.3060 1.0346 0.8137
C 2.7529 -0.2375 1.1160
S 1.6987 -1.3653 2.0071
O 0.3274 -0.9680 1.7693
O 2.1325 -1.5039 3.3596
N 2.0306 -2.8157 1.2139
C 1.2818 -2.9227 -0.0197
C -0.2018 -3.1168 0.3035
O -0.5189 -3.8146 1.2470
N -1.1114 -2.5587 -0.5286
C -2.5253 -2.7450 -0.2481
C -3.1873 -1.4665 0.2870
O -4.2115 -1.0328 -0.2038
N -2.5557 -0.9237 1.3370
C -2.9941 0.3027 1.9565
C -2.0385 1.4692 1.6323
C -2.2334 1.9822 0.2021
C -3.3730 2.9916 0.3717
C -3.2867 3.3900 1.8567
O -2.2847 2.5865 2.4588
C -0.8089 -1.6530 -1.5757
C -1.1121 -1.9834 -2.8911
C -0.8480 -1.0840 -3.9096
C -0.2748 0.1456 -3.6342
C 0.0159 0.4561 -2.3181
F 0.5729 1.6516 -2.0336
C -0.2502 -0.4149 -1.2799
C 4.0165 -0.6548 0.7453
C 4.8364 0.2126 0.0452
H 6.0492 1.8971 -1.5941
H 5.8042 3.0935 -0.3234
H 4.7162 3.0593 -1.7064
H 2.7799 2.8854 -0.1371
H 1.3218 1.3415 1.1305
H 1.8019 -3.5805 1.8399
H 1.4745 -2.0273 -0.6084
H 1.6352 -3.7995 -0.5716
H -3.0538 -3.0451 -1.1559
H -2.6069 -3.5336 0.5048
H -1.6494 -1.2682 1.6300
H -3.0219 0.1713 3.0419
H -4.0002 0.5147 1.5890
H -1.0178 1.1342 1.8443
H -1.3277 2.4796 -0.1456
H -2.4898 1.1818 -0.4879
H -4.3316 2.5229 0.1545
H -3.2562 3.8521 -0.2836
H -2.9862 4.4325 1.9945
H -4.2449 3.2355 2.3680
H -1.5512 -2.9431 -3.1145
H -1.0881 -1.3439 -4.9287
H -0.0606 0.8568 -4.4153
H -0.0389 -0.1449 -0.2581
H 4.3358 -1.6512 1.0042
H 5.8246 -0.1073 -0.2507
*
```